2 unconnected molecules or ions with the total composition C5H10BrF3N3O at a distorted geometry. Source: OMol25; level of theory: ωB97M-V/def2-TZVPD.

Last column: natural (NBO) charge in e.
CARTESIAN COORDINATES (ANGSTROEM)
F  2.9854  0.7562  2.0929  -0.32
C  2.9740  0.1595  0.8350  0.98
F  3.4920  1.0802  -0.0891  -0.32
F  3.8495  -0.9430  0.8677  -0.31
C  1.5451  -0.3187  0.3455  -0.13
C  1.1551  -1.7826  0.8821  -0.44
C  -0.2039  -2.1563  0.1174  -0.24
N  -1.2971  -1.2760  0.6509  -0.65
C  -0.8715  0.0893  0.2733  0.74
N  -1.7228  0.8687  -0.3807  -0.55
Br  -1.1952  2.6305  -0.8162  0.39
N  0.4482  0.6520  0.6231  -0.68
H  1.6127  -0.4283  -0.7946  0.24
H  1.9388  -2.5671  0.6590  0.27
H  0.9186  -1.7148  1.9903  0.22
H  -0.5119  -3.2389  0.2340  0.26
H  -0.0068  -1.9464  -0.9926  0.21
H  -1.3810  -1.3420  1.6751  0.41
H  -2.6704  0.5176  -0.6195  0.48
H  0.4383  0.9745  1.6036  0.43
O  -4.1851  3.1976  -2.9317  -0.93
H  -3.9000  3.3920  -3.8330  0.48
H  -3.4120  3.3961  -2.3926  0.45

Cartesian forces (eV/Å) of the 3 atoms listed first:
F -0.249 -1.146 -2.308
C 1.175 0.301 -0.384
F -0.940 -1.712 1.983

Output
Kohn-Sham gap, eV: 9.096
Lowest unoccupied orbital energy, eV: -5.1980
HOMO energy, eV: -14.29
Net charge: +1
Largest force on an atom, eV/A: 3.03